# 1
This record from the Open Molecules 2025 dataset describes an isolated molecule of C2H4N2O2S2 at a distorted geometry. The level of theory is ωB97M-V/def2-TZVPD.

The geometry in ORCA input format:
```
! wB97M-V def2-TZVPD RIJCOSX def2/J DEFGRID3
* xyz 0 1
C -0.060 -1.150 -0.911
C 0.313 0.176 1.549
H 1.443 1.367 -0.430
H 0.184 0.239 -2.340
H 1.337 0.395 1.928
H -1.928 -0.003 0.636
N 0.415 0.057 -1.349
N -0.619 1.071 1.692
O 1.598 0.510 -0.843
O -1.851 0.903 1.142
S -0.959 -2.090 -1.907
S 0.127 -1.474 0.834
*
```

Computed properties:
**LUMO energy**: -0.3 eV
**HOMO energy**: -9.1 eV
**Kohn-Sham gap**: 8.82 eV
**SMILES**: O/N=C\SC(=S)NO


# 2
This record from the Open Molecules 2025 dataset describes an isolated molecule of C10H11N3O at a distorted geometry. The level of theory is ωB97M-V/def2-TZVPD.

The geometry in ORCA input format:
```
! wB97M-V def2-TZVPD RIJCOSX def2/J DEFGRID3
* xyz 0 1
C -2.339 1.352 2.608
C -2.641 1.400 1.084
C -1.275 -0.268 -0.021
C -1.097 -1.458 -0.897
C 1.077 -1.021 -1.227
C 2.285 -1.420 -1.912
C 3.382 -0.581 -1.632
C 3.266 0.584 -0.803
C 2.030 0.946 -0.154
C 0.981 0.172 -0.385
H -0.613 0.711 2.150
H -2.285 2.356 2.992
H -3.277 0.874 2.987
H -3.712 1.930 1.032
H -1.826 1.985 0.528
H -3.330 -0.521 0.009
H -1.935 -2.168 -1.056
H 2.228 -2.195 -2.588
H 4.321 -0.654 -2.190
H 4.170 1.152 -0.749
H 1.991 2.021 0.318
N -2.550 0.152 0.258
N -0.074 -1.844 -1.509
N -0.248 0.503 0.210
O -1.206 0.575 2.986
*
```

Computed properties:
**LUMO energy**: 0.2 eV
**HOMO energy**: -8.4 eV
**Kohn-Sham gap**: 8.60 eV
**SMILES**: OCCNc1cnc2ccccc2n1


# 3
This record from the Open Molecules 2025 dataset describes an isolated molecule of C20H25ClN2O2 at a distorted geometry. The level of theory is ωB97M-V/def2-TZVPD.

The geometry in ORCA input format:
```
! wB97M-V def2-TZVPD RIJCOSX def2/J DEFGRID3
* xyz 0 1
C 3.144 -1.608 0.872
N 2.775 -0.870 2.056
C 3.569 0.057 2.651
O 3.267 0.581 3.715
C 4.834 0.451 2.006
C 5.794 1.256 2.570
C 6.807 1.408 1.603
C 6.395 0.695 0.519
O 5.210 0.114 0.749
H 6.840 0.530 -0.443
H 7.714 1.970 1.698
H 5.755 1.673 3.555
C 1.527 -1.196 2.715
H 1.373 -2.279 2.669
C 0.295 -0.473 2.149
C 0.490 1.043 2.097
C -0.788 1.709 1.592
C -1.168 1.116 0.230
N -1.320 -0.324 0.258
C -2.556 -0.823 0.826
H -3.257 0.003 0.970
C -3.201 -1.848 -0.130
C -3.621 -1.170 -1.398
C -4.929 -0.736 -1.576
C -5.306 -0.060 -2.723
C -4.360 0.192 -3.701
C -3.049 -0.225 -3.543
C -2.688 -0.904 -2.394
H -1.668 -1.225 -2.259
H -2.321 -0.020 -4.312
Cl -4.822 1.038 -5.140
H -6.325 0.270 -2.857
H -5.667 -0.930 -0.811
H -4.062 -2.300 0.364
H -2.471 -2.629 -0.348
H -2.401 -1.303 1.801
C -0.119 -0.966 0.752
H -0.285 -2.047 0.761
H 0.678 -0.745 0.036
H -2.096 1.555 -0.142
H -0.377 1.345 -0.492
H -0.643 2.786 1.499
H -1.598 1.536 2.305
H 0.760 1.419 3.085
H 1.312 1.280 1.417
H -0.528 -0.689 2.842
H 1.645 -0.899 3.761
H 3.122 -0.979 -0.021
H 4.148 -2.026 0.972
H 2.443 -2.429 0.737
*
```

Computed properties:
**LUMO energy**: 0.7 eV
**HOMO energy**: -8.1 eV
**Kohn-Sham gap**: 8.80 eV
**SMILES**: CN(C[C@H]1CCCN(CCc2ccc(Cl)cc2)C1)C(=O)c1ccco1


# 4
This record from the Open Molecules 2025 dataset describes a cluster of 2 separate species, C4H8N2O2 in total at a distorted geometry. The level of theory is ωB97M-V/def2-TZVPD.

The geometry in ORCA input format:
```
! wB97M-V def2-TZVPD RIJCOSX def2/J DEFGRID3
* xyz 0 1
O 0.977 0.840 -1.646
C -0.143 0.806 -1.306
N -1.188 0.130 -1.883
C -0.737 -0.990 -1.388
O -0.030 -2.159 0.765
C -0.454 1.696 -0.008
N -0.424 0.894 1.131
C 0.737 0.185 1.429
H -0.469 -1.023 -0.323
H -0.467 -1.775 -2.095
H 0.305 2.478 -0.082
H -1.440 2.146 -0.121
H 0.119 -2.998 1.197
H 1.603 0.427 0.796
H 1.065 0.245 2.463
H 0.545 -0.902 1.072
*
```

Computed properties:
**LUMO energy**: -2.4 eV
**HOMO energy**: -9.1 eV
**Kohn-Sham gap**: 6.62 eV


# 5
This record from the Open Molecules 2025 dataset describes a structure of composition C21H48Cl30OSi2 at a distorted geometry. The level of theory is ωB97M-V/def2-TZVPD.

The geometry in ORCA input format:
```
! wB97M-V def2-TZVPD RIJCOSX def2/J DEFGRID3
* xyz 0 1
C 0.501 4.368 -0.185
C 0.409 2.876 0.512
C 1.665 1.871 0.081
C 2.927 1.961 1.135
C 3.686 3.414 1.173
C 3.142 4.455 2.316
Si 3.462 3.904 4.138
O 1.922 3.186 4.706
Si 2.389 1.877 5.783
H 1.482 4.530 -0.828
H -0.458 4.501 -0.842
H 0.504 5.249 0.617
H 0.369 2.935 1.702
H -0.586 2.379 0.124
H 1.223 0.768 0.190
H 1.989 1.987 -1.039
H 2.537 1.573 2.167
H 3.732 1.160 0.769
H 4.863 3.280 1.213
H 3.469 3.928 0.119
H 3.729 5.486 2.178
H 1.990 4.682 2.227
H 4.463 2.823 4.263
H 3.853 5.050 4.998
H 3.387 2.421 6.705
H 3.060 0.855 4.940
H 1.237 1.296 6.475
C 4.403 1.817 -3.277
Cl 2.772 2.478 -3.439
Cl 4.425 0.440 -2.168
H 4.754 1.489 -4.258
H 5.066 2.596 -2.890
C 0.079 -1.219 4.160
Cl 1.838 -1.364 4.260
Cl -0.392 -0.011 2.958
H -0.342 -2.187 3.875
H -0.310 -0.920 5.136
C -3.343 1.896 5.134
Cl -2.281 0.490 5.276
Cl -4.587 1.884 6.389
H -2.744 2.805 5.234
H -3.826 1.880 4.154
C -2.942 -4.292 3.018
Cl -2.600 -2.746 3.806
Cl -2.006 -4.466 1.529
H -2.680 -5.104 3.700
H -4.006 -4.341 2.777
C 0.871 8.273 0.741
Cl 0.455 9.771 -0.101
Cl 2.008 7.307 -0.207
H 1.329 8.520 1.702
H -0.040 7.692 0.904
C -3.320 -2.496 -1.595
Cl -3.890 -1.084 -0.697
Cl -4.620 -3.203 -2.562
H -2.508 -2.191 -2.259
H -2.956 -3.245 -0.887
C -2.352 8.716 -2.423
Cl -3.983 9.377 -2.585
Cl -2.330 7.339 -1.315
H -2.001 8.388 -3.405
H -1.689 9.495 -2.036
C 7.969 2.342 -3.283
Cl 7.665 2.660 -4.995
Cl 7.501 3.724 -2.286
H 7.388 1.468 -2.975
H 9.034 2.145 -3.141
C -5.041 -6.795 5.066
Cl -3.282 -6.940 5.166
Cl -5.512 -5.587 3.864
H -5.462 -7.762 4.781
H -5.430 -6.496 6.042
C 1.798 -2.006 -1.470
Cl 0.303 -2.658 -2.152
Cl 1.848 -2.228 0.283
H 2.649 -2.524 -1.919
H 1.856 -0.938 -1.696
C -5.828 -6.830 -3.637
Cl -6.383 -8.136 -2.583
Cl -7.103 -6.332 -4.756
H -5.540 -5.975 -3.022
H -4.966 -7.179 -4.211
C -4.448 -8.964 -6.534
Cl -4.020 -7.381 -7.195
Cl -3.717 -9.206 -4.942
H -5.535 -9.028 -6.439
H -4.091 -9.742 -7.212
C -7.547 -3.672 -7.882
Cl -6.485 -5.078 -7.739
Cl -8.791 -3.684 -6.626
H -6.949 -2.763 -7.781
H -8.030 -3.689 -8.862
C 10.638 5.240 -0.701
Cl 11.620 3.772 -0.775
Cl 10.539 5.857 0.953
H 11.090 6.003 -1.339
H 9.630 5.012 -1.056
C -2.951 -8.750 1.253
Cl -1.283 -8.363 1.688
Cl -4.094 -7.752 2.161
H -3.092 -8.568 0.184
H -3.142 -9.802 1.476
*
```

Computed properties:
**LUMO energy**: 0.3 eV
**HOMO energy**: -10.0 eV
**Kohn-Sham gap**: 10.30 eV


# 6
This record from the Open Molecules 2025 dataset describes a structure of composition C42H37AsBrNOPPt. The level of theory is ωB97M-V/def2-TZVPD.

The geometry in ORCA input format:
```
! wB97M-V def2-TZVPD RIJCOSX def2/J DEFGRID3
* xyz 1 1
Pt 0.867 -0.236 -0.588
C -0.125 -4.156 0.133
C 0.593 -3.858 -1.177
C 2.059 -3.493 -0.975
C -0.134 -2.831 -2.045
C -1.480 -3.319 -2.572
O -2.270 -2.110 -2.671
C -1.656 -1.190 -1.934
N -0.528 -1.531 -1.413
C -2.340 0.114 -1.875
C -3.729 0.112 -1.842
C -4.430 1.307 -1.882
C -3.737 2.503 -1.991
C -2.350 2.502 -2.035
C -1.627 1.315 -1.973
P 0.203 1.388 -1.970
C 0.523 2.954 -1.118
C 0.003 3.102 0.170
C 0.377 4.181 0.946
C 1.270 5.124 0.443
C 1.781 4.982 -0.836
C 1.414 3.892 -1.618
C 0.788 1.533 -3.662
C 1.776 0.651 -4.090
C 2.248 0.720 -5.394
C 1.735 1.667 -6.266
C 0.752 2.554 -5.838
C 0.280 2.492 -4.540
H 0.462 -4.851 0.736
H -1.107 -4.605 -0.017
H -0.259 -3.255 0.729
H 0.584 -4.774 -1.782
H 2.178 -2.573 -0.400
H 2.570 -3.354 -1.929
H 2.573 -4.282 -0.424
H 0.519 -2.567 -2.884
H -1.983 -3.989 -1.876
H -1.431 -3.772 -3.557
H -4.258 -0.830 -1.786
H -5.511 1.303 -1.839
H -4.274 3.441 -2.037
H -1.825 3.447 -2.084
H -0.679 2.359 0.572
H -0.017 4.284 1.949
H 1.564 5.968 1.052
H 2.476 5.713 -1.228
H 1.845 3.765 -2.604
H 2.188 -0.070 -3.393
H 3.022 0.039 -5.723
H 2.102 1.720 -7.282
H 0.355 3.295 -6.519
H -0.484 3.189 -4.215
Br 2.940 0.924 -0.057
C 1.955 -4.598 4.311
C 2.832 -4.040 3.391
C 2.444 -2.935 2.645
C 1.182 -2.387 2.834
C 0.304 -2.936 3.760
C 0.695 -4.044 4.498
As 0.684 -0.838 1.796
C 1.096 0.635 2.961
C 2.344 1.056 3.384
C 2.430 2.144 4.242
C 1.276 2.793 4.663
C 0.027 2.366 4.238
C -0.071 1.279 3.377
C -1.329 0.700 2.857
C -2.600 1.236 3.037
C -3.703 0.600 2.486
C -3.553 -0.574 1.758
C -2.288 -1.109 1.557
C -1.184 -0.474 2.107
H 2.255 -5.463 4.886
H 3.818 -4.465 3.251
H 3.131 -2.501 1.927
H -0.679 -2.505 3.909
H 0.016 -4.476 5.221
H 3.242 0.557 3.045
H 3.397 2.487 4.584
H 1.351 3.635 5.339
H -0.863 2.872 4.592
H -2.735 2.149 3.603
H -4.689 1.022 2.628
H -4.422 -1.070 1.345
H -2.174 -2.017 0.980
*
```

Computed properties:
**LUMO energy**: -2.8 eV
**HOMO energy**: -10.8 eV
**Kohn-Sham gap**: 7.95 eV


> Among the records above, which one has the lowest LUMO energy?

C42H37AsBrNOPPt


> Which formula does entry 4 have?

C4H8N2O2